An isolated molecule of C4H11BrOSi. Source: OMol25; level of theory: ωB97M-V with the def2-TZVPD basis set.

```
18
Properties=species:S:1:pos:R:3
C -1.385 -1.530 -1.315
C -0.242 2.080 1.735
C 0.175 -1.594 -1.121
C -0.452 1.010 0.556
O 2.177 0.567 -0.997
Si 0.741 -0.340 0.181
Br 1.766 -1.015 1.956
H -1.804 -1.059 -0.412
H -1.469 -0.946 -2.234
H -1.627 -2.568 -1.335
H 0.749 2.580 1.470
H -1.010 2.837 1.860
H 0.016 1.548 2.645
H 0.733 -1.450 -1.942
H 0.459 -2.689 -0.712
H -0.418 1.756 -0.348
H -1.427 0.441 0.675
H 3.017 0.372 -0.661
```

Properties
Expectation value of S² ... 2.005
Energy above the lowest of the compared OMol25 structures with the same formula, charge and spin ... 34.1 kcal per mole
2S+1 ... 3
Energy ... -3097.55512 a.u.
Gap between HOMO and LUMO (alpha / beta) ... 4.65 / 6.40 eV

=====

A 2-piece molecular cluster, C4H11BrSi overall. Source: OMol25; level of theory: ωB97M-V with the def2-TZVPD basis set.

```
17
Properties=species:S:1:pos:R:3
C 0.422 -2.423 0.398
C -0.826 1.835 -1.673
C -0.439 1.278 1.660
C 1.064 -1.383 -0.497
Si -0.791 0.686 -0.122
Br -2.828 -0.439 0.013
H 0.562 -2.272 1.399
H -0.616 -2.602 0.192
H 0.794 -3.308 0.079
H 0.190 1.794 -2.077
H -1.422 1.377 -2.333
H -1.308 2.722 -1.366
H 0.088 2.131 1.642
H -1.407 1.507 2.237
H 0.100 0.572 2.103
H 1.090 -1.419 -1.628
H 1.826 -0.794 -0.141
```

Properties
Energy above the lowest of the compared OMol25 structures with the same formula, charge and spin ... 69.7 kcal per mole
Energy ... -3022.44224 a.u.
Gap between HOMO and LUMO ... 8.20 eV

=====

A 2-piece molecular cluster, C4H11ClN3 overall. Source: OMol25; level of theory: ωB97M-V with the def2-TZVPD basis set.

```
19
Properties=species:S:1:pos:R:3
C 2.841 -0.721 -0.505
C 2.534 0.544 0.179
C 1.051 0.782 0.158
C -2.439 -0.266 -0.553
N -3.708 -1.645 0.785
N -2.942 -1.385 -0.281
N 0.347 1.922 0.124
Cl -2.812 1.281 0.229
H 3.105 -0.550 -1.610
H 1.887 -1.257 -0.458
H 3.659 -1.408 -0.213
H 2.613 0.497 1.227
H 3.110 1.427 -0.221
H 0.396 -0.016 0.179
H -1.716 -0.216 -1.397
H -4.109 -2.654 0.657
H 0.952 2.730 0.198
H -4.080 -0.927 1.386
H -0.689 1.860 0.117
```

Properties
Energy above the lowest of the compared OMol25 structures with the same formula, charge and spin ... 44.9 kcal per mole
Total charge ... +1
Energy ... -783.13672 a.u.
Gap between HOMO and LUMO ... 7.54 eV

=====

C4H11CrF3NO5S as an isolated structure. Source: OMol25; level of theory: ωB97M-V with the def2-TZVPD basis set.

```
26
Properties=species:S:1:pos:R:3
Cr -0.010 -8.820 16.056
F -1.998 -8.429 15.548
F -0.260 -7.344 17.447
F 0.728 -8.134 14.310
S -1.020 -11.172 16.806
O -0.491 -12.418 17.273
O -0.424 -10.741 15.563
O -2.472 -11.077 16.603
O -0.550 -10.018 17.558
C 4.057 -9.136 17.945
C 2.801 -8.475 17.356
C 3.103 -7.317 16.367
O 3.839 -6.303 16.980
C 4.116 -5.285 16.061
N 1.937 -9.503 16.738
H 4.517 -9.738 17.162
H 3.796 -9.768 18.794
H 4.715 -8.381 18.375
H 2.329 -7.910 18.160
H 2.226 -6.973 15.819
H 3.656 -7.743 15.530
H 4.727 -5.605 15.216
H 4.758 -4.601 16.615
H 3.210 -4.912 15.585
H 2.493 -9.996 16.053
H 1.876 -10.239 17.427
```

Properties
Expectation value of S² ... 3.775
2S+1 ... 4
Total charge ... -2
Energy ... -2332.34794 a.u.
Gap between HOMO and LUMO (alpha / beta) ... 6.40 / 6.52 eV

=====

C4H11CsNO as an isolated structure. Source: OMol25; level of theory: ωB97M-V with the def2-TZVPD basis set.

```
18
Properties=species:S:1:pos:R:3
Cs 2.366 -1.660 -2.517
C -1.731 -0.154 1.343
C -0.822 -0.088 0.123
C 0.596 -0.370 0.539
O 1.621 0.054 -0.376
C 1.609 1.461 -0.628
N -1.348 -0.971 -0.939
H -2.755 -0.312 1.017
H -1.674 0.766 1.924
H -1.433 -0.961 2.017
H -0.845 0.916 -0.303
H 0.771 -1.430 0.742
H 0.789 0.148 1.491
H 1.415 2.001 0.303
H 0.840 1.729 -1.353
H 2.605 1.713 -0.983
H -0.750 -0.901 -1.760
H -1.255 -1.941 -0.640
```

Properties
Energy above the lowest of the compared OMol25 structures with the same formula, charge and spin ... 11.9 kcal per mole
Total charge ... +1
Energy ... -308.92175 a.u.
Gap between HOMO and LUMO ... 9.15 eV

=====

An isolated ion of composition C4H11FNO and charge +1. Source: OMol25; level of theory: ωB97M-V with the def2-TZVPD basis set.

```
18
Properties=species:S:1:pos:R:3
C -2.401 -0.352 -0.057
O -1.143 -0.110 0.677
C -0.062 0.312 -0.201
N -0.149 1.746 -0.523
C 1.325 -0.052 0.608
C 1.716 -1.532 0.302
F 2.358 0.765 0.127
H -2.182 -1.355 -0.456
H -2.486 0.229 -0.970
H -3.235 -0.164 0.690
H -0.057 -0.347 -1.098
H 0.801 2.088 -0.407
H -0.541 1.956 0.451
H -0.576 2.054 -1.365
H 1.040 0.324 1.623
H 2.810 -1.570 0.114
H 1.502 -2.224 1.119
H 1.278 -1.768 -0.633
```

Properties
Energy above the lowest of the compared OMol25 structures with the same formula, charge and spin ... 11.2 kcal per mole
Total charge ... +1
Energy ... -388.55152 a.u.
SMILES ... CO[C@@H]([NH3+])[C@@H](C)F
Gap between HOMO and LUMO ... 11.78 eV

=====

An isolated molecule of C4H11IN2. Source: OMol25; level of theory: ωB97M-V with the def2-TZVPD basis set.

```
18
Properties=species:S:1:pos:R:3
C 1.504 0.488 0.540
C -0.026 -1.463 0.984
C 0.161 -0.552 -1.384
C 0.130 -0.200 0.116
N -0.948 1.944 -0.236
N -0.939 0.713 0.509
I -2.927 -0.191 0.234
H 1.327 1.511 0.438
H 1.748 0.113 1.612
H 2.341 0.089 -0.201
H -0.243 -2.431 0.421
H -0.803 -1.197 1.628
H 0.824 -1.740 1.567
H -0.793 -0.736 -1.622
H 0.448 0.360 -2.061
H 0.741 -1.343 -1.504
H -1.153 1.903 -1.207
H -1.393 2.732 0.165
```

Properties
Expectation value of S² ... 2.010
Energy above the lowest of the compared OMol25 structures with the same formula, charge and spin ... 26.1 kcal per mole
2S+1 ... 3
Energy ... -566.02111 a.u.
Gap between HOMO and LUMO (alpha / beta) ... 7.34 / 6.34 eV

=====

An isolated ion of composition C4H11INO and charge +1. Source: OMol25; level of theory: ωB97M-V with the def2-TZVPD basis set.

```
18
Properties=species:S:1:pos:R:3
C -2.034 -1.430 0.159
N -1.117 -0.260 0.440
C 0.305 -0.549 -0.010
O 0.142 -0.799 -1.358
C 1.297 0.697 0.337
C 1.152 2.075 -0.220
I 3.218 -0.222 -0.436
H -1.832 -1.820 -0.840
H -1.893 -2.256 0.955
H -3.164 -1.124 0.262
H -1.245 0.016 1.483
H -1.178 0.607 -0.195
H 0.605 -1.418 0.510
H 0.665 -1.638 -1.632
H 1.596 0.769 1.476
H 0.812 2.105 -1.165
H 0.617 2.574 0.558
H 2.056 2.673 -0.324
```

Properties
Energy above the lowest of the compared OMol25 structures with the same formula, charge and spin ... 38.1 kcal per mole
Total charge ... +1
Energy ... -586.38507 a.u.
SMILES ... C[NH2+][C@@H](O)[C@H](C)I
Gap between HOMO and LUMO ... 9.31 eV

=====

An isolated molecule of C4H11ISi. Source: OMol25; level of theory: ωB97M-V with the def2-TZVPD basis set.

```
17
Properties=species:S:1:pos:R:3
C 0.403 -0.264 -1.712
C 0.175 -0.892 -0.386
C -0.949 -1.958 -0.341
Si 0.058 0.379 1.088
C 0.751 2.166 1.117
I -2.522 1.501 1.936
H -0.418 -0.163 -2.428
H 0.839 0.687 -1.692
H 1.140 -0.830 -2.329
H 1.214 -1.297 -0.108
H -0.879 -2.701 -1.173
H -1.935 -1.428 -0.319
H -0.744 -2.331 0.662
H 0.190 -0.405 2.333
H 1.600 2.232 0.445
H 0.093 2.871 0.795
H 0.986 2.433 2.112
```

Properties
Energy above the lowest of the compared OMol25 structures with the same formula, charge and spin ... 29.2 kcal per mole
Energy ... -746.17264 a.u.
SMILES ... CC(C)[Si@@H](C)I
Gap between HOMO and LUMO ... 8.64 eV

=====

C4H11MnN2O9P2S as an isolated structure. Source: OMol25; level of theory: ωB97M-V with the def2-TZVPD basis set.

```
30
Properties=species:S:1:pos:R:3
Mn -0.021 0.261 -2.097
N 1.005 0.654 1.424
C -0.505 0.625 1.403
C -0.997 0.819 2.832
P -1.238 1.820 0.246
O -0.844 3.211 0.933
O -2.677 1.525 0.177
O -0.380 1.761 -1.034
P -0.876 -1.098 0.785
O -2.374 -1.336 1.234
O 0.099 -1.949 1.508
O -0.801 -1.027 -0.726
H 1.356 1.459 1.942
H 1.409 0.647 0.470
H 1.288 -0.235 1.868
H -0.595 1.743 3.253
H -0.705 -0.026 3.456
H -2.081 0.891 2.836
H -1.349 3.963 0.603
H -2.965 -0.737 0.745
N -2.214 0.898 -4.212
C -1.400 0.664 -3.430
C 2.077 -2.629 -1.332
S 2.217 -1.106 -2.186
O 1.021 -1.016 -3.119
O 3.487 -1.015 -2.812
O 1.876 0.006 -1.229
H 1.958 -3.397 -2.092
H 1.221 -2.597 -0.661
H 3.008 -2.777 -0.790
```

Properties
Expectation value of S² ... 6.053
Energy above the lowest of the compared OMol25 structures with the same formula, charge and spin ... 0.0 kcal per mole
2S+1 ... 5
Energy ... -3177.87954 a.u.
Gap between HOMO and LUMO (alpha / beta) ... 9.09 / 10.39 eV

=====

A 2-piece molecular cluster, C4H11N2 overall. Source: OMol25; level of theory: ωB97M-V with the def2-TZVPD basis set.

```
17
Properties=species:S:1:pos:R:3
C 1.890 -1.270 1.494
C 0.544 -1.528 -0.562
N 1.470 -2.006 0.319
H 2.893 -0.865 1.344
H 1.842 -1.931 2.361
H 1.172 -0.470 1.662
H 0.181 -0.517 -0.457
H 0.258 -2.066 -1.450
H 1.747 -2.962 0.197
C -0.902 1.745 -1.657
C -1.885 1.602 -0.758
N -1.861 1.955 0.582
H 0.119 1.964 -1.386
H -1.139 1.554 -2.692
H -2.856 1.309 -1.139
H -0.958 2.085 1.016
H -2.515 1.402 1.125
```

Properties
Expectation value of S² ... 0.753
Energy above the lowest of the compared OMol25 structures with the same formula, charge and spin ... 21.3 kcal per mole
2S+1 ... 2
Energy ... -268.41166 a.u.
Gap between HOMO and LUMO (alpha / beta) ... 6.68 / 9.17 eV

=====

A 2-piece molecular cluster, C4H11N2 overall. Source: OMol25; level of theory: ωB97M-V with the def2-TZVPD basis set.

```
17
Properties=species:S:1:pos:R:3
C 1.473 0.280 1.887
C 0.643 1.180 0.826
C 0.147 0.417 -0.356
C -1.136 0.615 -0.750
N -1.589 0.057 -1.970
N 1.148 -0.298 -0.959
H 0.830 -0.438 2.430
H 2.209 -0.335 1.354
H 2.015 0.881 2.643
H -0.282 1.438 1.339
H 1.180 2.104 0.607
H -1.708 1.471 -0.343
H -2.518 0.391 -2.323
H -1.307 -3.146 -0.600
H -0.911 -0.001 -2.622
H 0.818 -1.185 -1.204
H -1.011 -3.432 0.043
```

Properties
Energy above the lowest of the compared OMol25 structures with the same formula, charge and spin ... 126.0 kcal per mole
Total charge ... +1
Energy ... -268.10409 a.u.
Gap between HOMO and LUMO ... 7.51 eV

=====

Number 10 is which compound? C4H11MnN2O9P2S

=====

The lowest energy belongs to which entry? C4H11MnN2O9P2S